[1]
The following is a DFT calculation (ωB97M-V/def2-TZVPD) of C19H21IMoN2 as an isolated structure in a non-equilibrium geometry.

CARTESIAN COORDINATES (ANGSTROEM)
C (2.05312, 2.42709, 0.40189)
C (2.76373, 1.12999, 0.13258)
H (1.87033, 3.02473, -0.49467)
H (2.59732, 3.01838, 1.13896)
H (1.04211, 2.28447, 0.96416)
H (2.16113, 0.45451, -0.51828)
H (3.64262, 1.35696, -0.48200)
H (3.09677, 0.59162, 1.02631)
C (-2.44701, 1.39650, -0.61154)
C (-3.72251, 1.13620, -1.09110)
C (-3.91517, 0.06575, -1.97468)
C (-2.82932, -0.73736, -2.30286)
H (-2.21620, 2.25385, 0.03049)
H (-4.54065, 1.78507, -0.78304)
H (-4.89541, -0.13443, -2.40446)
H (-2.90414, -1.57429, -2.99611)
N (-1.39976, 0.56712, -0.86079)
C (-1.57621, -0.49436, -1.71283)
C (-0.42170, -1.36678, -1.83180)
N (0.69978, -0.95305, -1.14712)
C (1.78097, -1.79676, -1.10346)
C (0.61518, -3.48724, -2.36756)
C (1.76646, -3.04502, -1.70759)
H (2.66091, -1.43815, -0.56404)
H (2.65467, -3.66480, -1.62792)
C (-0.47330, -2.62750, -2.45282)
H (-1.40418, -2.90806, -2.94246)
H (0.56148, -4.48480, -2.79777)
Mo (0.40289, 0.66159, 0.30015)
I (-0.59121, 2.49857, 2.17140)
C (-0.22718, -0.96529, 1.58350)
C (-0.30457, -0.53578, 3.00597)
C (-1.55713, -0.32769, 3.61346)
C (-1.61106, 0.21992, 4.88439)
C (-0.43836, 0.56568, 5.55989)
C (0.80475, 0.35674, 4.95719)
C (0.88112, -0.22184, 3.69408)
H (-1.19578, -1.30375, 1.18784)
H (0.57935, -1.69003, 1.40360)
H (-2.45761, -0.57099, 3.04366)
H (-2.58284, 0.39446, 5.34557)
H (-0.49326, 0.97932, 6.56743)
H (1.72264, 0.64458, 5.46982)
H (1.83599, -0.39163, 3.18789)

Values from the calculation:
Multiplicity   3
Charge   +2
HOMO energy (spin up / spin down)   -14.119 / -14.077 eV

These are the Löwdin partial charges, in e, on atoms 1 to 8:
1. C -0.229
2. C -0.174
3. H 0.116
4. H 0.127
5. H -0.252
6. H 0.006
7. H 0.137
8. H 0.106

---

[2]
The following is a DFT calculation (ωB97M-V/def2-TZVPD) of the molecule C19H21N3O2S in a non-equilibrium geometry.

CARTESIAN COORDINATES (ANGSTROEM)
C (-2.60047, 0.34828, -1.59800)
C (-3.50534, 1.19950, -0.67704)
C (-2.84673, 2.52409, -0.14128)
C (-2.40628, 3.42596, -1.29617)
N (-1.71119, 2.16770, 0.68176)
C (-0.97325, 3.04505, 1.47005)
O (-1.38646, 4.15610, 1.71858)
N (0.19621, 2.67944, 2.07463)
C (0.96195, 1.56965, 1.74834)
C (1.77838, 1.00851, 2.73077)
C (2.60189, -0.06266, 2.43294)
C (2.67431, -0.61538, 1.13231)
C (1.93263, 0.01053, 0.12173)
C (1.05890, 1.05788, 0.46844)
N (1.92118, -0.45123, -1.21096)
C (2.33164, 0.53576, -2.23458)
C (1.63774, -1.77012, -1.55029)
O (1.47771, -1.98149, -2.76622)
C (1.34442, -2.84740, -0.60095)
C (0.21767, -3.68800, -0.83635)
C (-0.13402, -4.72897, 0.03038)
C (0.64486, -4.91068, 1.21856)
C (1.75524, -4.11889, 1.38603)
C (2.10683, -3.06254, 0.53281)
S (3.55217, -2.13526, 0.89970)
H (-3.08055, -0.62266, -1.81346)
H (-1.68613, 0.07569, -1.02097)
H (-2.29618, 0.90467, -2.49424)
H (-4.36595, 1.40648, -1.30685)
H (-3.82552, 0.57418, 0.15069)
H (-3.58009, 2.97952, 0.49219)
H (-2.13714, 4.43124, -0.89429)
H (-1.55528, 2.96749, -1.79982)
H (-3.22705, 3.49352, -1.98389)
H (-1.36682, 1.25052, 0.63599)
H (0.51514, 3.33479, 2.78777)
H (1.77844, 1.36638, 3.77419)
H (3.23165, -0.48094, 3.24979)
H (0.44773, 1.43876, -0.32073)
H (1.54633, 0.59151, -2.96648)
H (3.24529, 0.22934, -2.77102)
H (2.44938, 1.54792, -1.86278)
H (-0.38490, -3.56082, -1.72498)
H (-0.98144, -5.33689, -0.19417)
H (0.38346, -5.65500, 1.98352)
H (2.25965, -4.29155, 2.34436)

Values from the calculation:
Charge   0
HOMO energy   -8.651 eV
SMILES   CC[C@H](C)NC(=O)Nc1ccc2c(c1)N(C)C(=O)c1ccccc1S2

These are the Löwdin partial charges, in e, on atoms 1 to 8:
1. C -0.100
2. C -0.195
3. C -0.353
4. C -0.044
5. N 0.093
6. C -0.532
7. O 0.060
8. N 0.137

---

[3]
The following is a DFT calculation (ωB97M-V/def2-TZVPD) of the molecule C19H21N3O3S in a non-equilibrium geometry.

CARTESIAN COORDINATES (ANGSTROEM)
C (-0.23851, -1.50039, -2.00538)
C (0.55574, -1.80735, -0.77910)
C (-0.04929, -2.30604, 0.40373)
C (0.83187, -2.48220, 1.41879)
S (2.43092, -2.04163, 0.97196)
C (1.90295, -1.63260, -0.62837)
C (2.90576, -1.09095, -1.59668)
N (2.90483, 0.37102, -1.58566)
C (2.19108, 1.07712, -2.62565)
C (3.41957, 0.94648, -0.47871)
O (4.04356, 0.30165, 0.34733)
C (3.15539, 2.42836, -0.23238)
C (2.32093, 2.50894, 1.05181)
C (1.00318, 1.86084, 0.85326)
N (0.32387, 1.77969, -0.24285)
N (-0.81677, 1.11313, 0.03692)
C (-0.78164, 0.81718, 1.29106)
C (-1.80489, 0.10167, 2.10788)
O (-2.62601, -0.74343, 1.35749)
C (-3.50489, -0.21063, 0.44831)
C (-4.15873, -1.14119, -0.35700)
C (-5.08654, -0.72563, -1.28974)
C (-5.37679, 0.62184, -1.43176)
C (-4.73022, 1.54418, -0.63081)
C (-3.79713, 1.13853, 0.30915)
O (0.35215, 1.26552, 1.87885)
H (-1.05433, -2.21251, -2.10718)
H (-0.67323, -0.50424, -1.91809)
H (0.37737, -1.53706, -2.90035)
H (-1.10203, -2.50818, 0.48112)
H (0.64086, -2.84560, 2.40947)
H (2.69867, -1.43583, -2.61085)
H (3.90396, -1.42501, -1.29807)
H (1.22941, 1.45075, -2.26632)
H (2.79233, 1.90738, -2.99922)
H (2.01586, 0.39354, -3.45306)
H (4.11166, 2.92489, -0.06333)
H (2.62520, 2.91087, -1.04640)
H (2.16759, 3.55178, 1.34372)
H (2.84038, 1.99294, 1.86224)
H (-2.39372, 0.83906, 2.67752)
H (-1.28410, -0.54607, 2.82021)
H (-3.92318, -2.18628, -0.23105)
H (-5.58439, -1.45616, -1.90987)
H (-6.10052, 0.94886, -2.16269)
H (-4.94875, 2.59678, -0.73397)
H (-3.30270, 1.88308, 0.91192)

Values from the calculation:
Charge   0
HOMO energy   -8.363 eV
SMILES   Cc1ccsc1CN(C)C(=O)CCc1nnc(COc2ccccc2)o1

These are the Löwdin partial charges, in e, on atoms 1 to 8:
1. C -0.031
2. C -0.325
3. C -0.162
4. C -0.406
5. S 1.069
6. C -0.451
7. C -0.149
8. N -0.077

---

[4]
The following is a DFT calculation (ωB97M-V/def2-TZVPD) of the molecule C19H21N3O5S.

CARTESIAN COORDINATES (ANGSTROEM)
C (-4.28326, -2.73113, -0.87603)
C (-3.83194, -1.27461, -0.98630)
N (-3.23680, -0.77493, 0.24239)
C (-1.97784, -1.04370, 0.65769)
O (-1.49206, -0.53241, 1.64864)
C (-1.12993, -2.04366, -0.14201)
O (0.18019, -1.50825, -0.27413)
C (0.22355, -0.29010, -0.83160)
O (-0.76398, 0.26761, -1.25786)
C (1.57319, 0.28571, -0.88507)
C (2.63681, -0.28501, -0.30856)
C (3.98943, 0.24031, -0.29875)
C (4.37357, 1.45563, -0.93216)
N (5.59336, 1.90709, -0.90329)
C (6.51740, 1.17823, -0.23823)
C (7.85115, 1.62078, -0.17029)
C (8.77790, 0.87440, 0.50464)
C (8.41586, -0.33126, 1.13212)
C (7.12893, -0.78855, 1.08398)
C (6.14808, -0.04256, 0.39707)
N (4.88092, -0.48507, 0.34839)
C (-3.91745, 0.30830, 0.94184)
C (-3.76494, 1.62630, 0.13232)
C (-4.98906, 2.49048, 0.31680)
S (-6.29630, 1.23672, 0.20521)
O (-6.40012, 0.76281, -1.14923)
O (-7.50980, 1.64128, 0.85725)
C (-5.38861, 0.01589, 1.20799)
H (-4.73324, -3.03692, -1.81670)
H (-3.45346, -3.39697, -0.65406)
H (-5.02601, -2.84945, -0.09112)
H (-4.70191, -0.65547, -1.21525)
H (-3.12451, -1.15748, -1.81263)
H (-1.53177, -2.25549, -1.13354)
H (-1.01014, -2.96405, 0.43226)
H (1.62126, 1.22849, -1.40955)
H (2.52160, -1.22281, 0.21753)
H (3.65638, 2.05878, -1.47097)
H (8.10771, 2.54824, -0.65791)
H (9.80345, 1.20809, 0.56163)
H (9.17179, -0.89641, 1.65709)
H (6.82929, -1.70951, 1.55893)
H (-3.38316, 0.41134, 1.89248)
H (-3.66714, 1.37802, -0.92538)
H (-2.84782, 2.13011, 0.43606)
H (-5.11412, 3.23759, -0.45832)
H (-5.06324, 2.93944, 1.30249)
H (-5.67177, 0.20946, 2.23748)
H (-5.69144, -0.98525, 0.92667)

Values from the calculation:
Charge   0
HOMO energy   -9.169 eV
SMILES   CCN(C(=O)COC(=O)/C=C/c1cnc2ccccc2n1)[C@H]1CCS(=O)(=O)C1

These are the Löwdin partial charges, in e, on atoms 1 to 8:
1. C -0.052
2. C -0.202
3. N -0.026
4. C -0.434
5. O 0.079
6. C -0.056
7. O 0.013
8. C -0.476

---

For each record above, in turn, the calculated relative energy (zero: lowest compared OMol25 entry of this formula, charge and spin) values are 1.045; 1.174; 3.116; 1.622 eV.